(1)
{
  "formula": "C14H26BBr2Cl2CsF4MgN3Na2O9S",
  "method": "wB97M-V/def2-TZVPD",
  "symbols": ["C", "O", "B", "O", "C", "C", "C", "C", "O", "C", "N", "C", "N", "F", "N", "C", "O", "C", "C", "C", "O", "H", "H", "H", "H", "H", "H", "H", "H", "H", "H", "H", "H", "H", "H", "H", "H", "H", "H", "H", "H", "F", "F", "Cs", "Br", "C", "C", "Br", "H", "H", "H", "H", "Na", "C", "Cl", "Cl", "H", "H", "O", "S", "O", "O", "O", "Mg", "F", "Na"],
  "xyz": [[0.151, -1.399, 1.653], [0.632, -2.186, 0.505], [-0.427, -2.526, -0.371], [-1.282, -3.467, 0.137], [-0.786, -1.936, -1.739], [-2.234, -1.773, -2.314], [-3.463, -2.141, -1.562], [-3.886, -1.071, -0.555], [-5.077, -1.419, 0.118], [-4.005, 0.264, -1.246], [-2.826, 1.117, -1.038], [-2.274, -1.256, -3.574], [-1.125, -0.940, -4.292], [-1.283, -0.414, -5.578], [0.208, -1.033, -3.915], [0.265, -1.517, -2.623], [1.613, -1.538, -2.123], [1.997, -0.271, -1.482], [2.380, 0.926, -2.475], [3.282, 0.531, -3.641], [2.926, 1.996, -1.693], [0.913, -0.663, 1.965], [-0.049, -2.073, 2.462], [-0.753, -0.880, 1.381], [-1.111, -4.345, -0.212], [-4.268, -2.190, -2.276], [-3.386, -3.104, -1.093], [-3.071, -0.987, 0.167], [-5.119, -0.830, 0.875], [-4.888, 0.816, -0.920], [-4.156, 0.130, -2.304], [-2.731, 1.696, -1.882], [-1.997, 0.547, -0.946], [-3.213, -1.084, -4.048], [2.922, -0.456, -0.929], [1.199, -0.001, -0.731], [1.437, 1.329, -2.866], [2.714, -0.068, -4.330], [3.665, 1.396, -4.147], [4.121, -0.043, -3.289], [2.277, 2.122, -0.993], [-6.335, -2.634, -1.455], [-6.631, -3.889, -0.886], [-0.268, 0.787, -3.024], [-1.640, 4.613, 0.569], [-0.353, 4.721, 2.075], [0.895, 5.430, 1.676], [2.070, 4.318, 0.585], [-0.180, 3.706, 2.410], [-0.873, 5.270, 2.851], [1.467, 5.669, 2.570], [0.713, 6.332, 1.101], [2.434, -1.060, 0.892], [4.424, -3.974, 3.887], [5.901, -3.930, 4.825], [3.836, -2.261, 3.593], [4.612, -4.433, 2.925], [3.639, -4.505, 4.413], [2.754, 3.365, 5.027], [1.316, 3.307, 4.778], [0.583, 2.768, 5.924], [1.069, 2.433, 3.607], [0.827, 4.674, 4.495], [-4.037, 2.363, 0.469], [8.084, -3.005, 5.220], [6.401, -1.321, 3.400]],
  "mulliken_charge": [-0.321, -0.506, 0.374, -0.550, 1.249, 0.408, -1.803, 0.348, -0.487, -0.642, -0.030, -0.392, 0.090, -0.238, -1.476, -0.355, -0.229, -1.785, 0.505, -1.503, -0.543, 0.311, 0.344, 0.018, 0.352, 0.595, 0.567, 0.241, 0.366, 0.545, 0.120, 0.203, -0.278, 0.612, 0.493, 0.815, 0.521, 0.256, 0.456, 0.371, -0.012, -0.028, -0.012, 1.205, -0.284, -0.301, -0.601, -0.107, 0.169, 0.437, 0.377, 0.518, 0.909, -0.373, 0.026, -0.224, 0.316, 0.331, -0.559, 1.276, -0.537, -0.537, -0.584, 0.609, -0.847, 0.807],
  "homo_lumo_gap_ev": 2.079,
  "homo_ev": -9.31,
  "largest_force_ev_per_a": 16.4,
  "spin_multiplicity": 1,
  "charge": 1,
  "lumo_ev": -7.2
}


(2)
{
  "formula": "C14H26BrFN8O2P",
  "method": "wB97M-V/def2-TZVPD",
  "symbols": ["N", "C", "O", "P", "N", "F", "O", "C", "Br", "H", "H", "H", "H", "H", "H", "H", "H", "C", "C", "N", "H", "H", "H", "C", "C", "N", "H", "H", "H", "C", "C", "N", "H", "H", "H", "C", "C", "N", "H", "H", "H", "C", "C", "N", "H", "H", "H", "C", "C", "N", "H", "H", "H"],
  "xyz": [[-1.745, 0.328, -4.953], [-1.254, -1.039, -4.688], [-2.214, -2.107, -4.702], [-1.198, -3.515, -4.351], [-0.117, -4.967, -4.344], [-2.530, -4.458, -5.006], [0.070, -2.609, -3.508], [-0.470, -1.295, -3.292], [-1.937, -1.154, -1.939], [-0.974, 1.004, -4.961], [-2.081, 0.309, -5.928], [-0.385, -1.174, -5.424], [-0.705, -3.276, -5.683], [-1.843, -3.832, -3.097], [0.365, -4.996, -5.252], [0.646, -4.830, -3.666], [0.286, -0.456, -3.227], [-0.431, -0.005, 2.059], [0.657, 0.237, 1.073], [1.501, 0.423, 0.297], [-0.033, -0.527, 2.928], [-0.859, 0.945, 2.380], [-1.214, -0.613, 1.602], [-0.936, 3.138, -2.197], [0.031, 2.440, -3.089], [0.775, 1.886, -3.786], [-1.132, 4.142, -2.577], [-1.872, 2.581, -2.161], [-0.526, 3.212, -1.192], [3.402, -0.839, 4.785], [2.359, 0.134, 4.339], [1.552, 0.894, 3.991], [4.281, -0.755, 4.145], [3.688, -0.628, 5.815], [3.012, -1.855, 4.725], [4.853, 2.618, 3.850], [6.137, 2.128, 4.428], [7.137, 1.746, 4.880], [4.956, 2.747, 2.772], [4.059, 1.897, 4.046], [4.584, 3.574, 4.299], [-4.258, 4.393, -0.337], [-2.970, 3.894, 0.224], [-1.966, 3.506, 0.661], [-4.153, 4.564, -1.408], [-5.043, 3.656, -0.169], [-4.535, 5.328, 0.149], [-1.577, -2.887, 4.307], [-0.353, -2.627, 5.117], [0.602, -2.425, 5.747], [-1.820, -3.949, 4.333], [-2.415, -2.319, 4.711], [-1.408, -2.585, 3.273]],
  "nbo_charge": [-0.871, 0.207, -0.784, 1.676, -1.169, -0.662, -0.794, 0.048, -0.125, 0.368, 0.353, 0.137, -0.180, -0.115, 0.343, 0.350, 0.218, -0.718, 0.311, -0.352, 0.243, 0.262, 0.250, -0.725, 0.329, -0.378, 0.233, 0.266, 0.275, -0.721, 0.311, -0.369, 0.253, 0.255, 0.274, -0.716, 0.292, -0.353, 0.262, 0.261, 0.252, -0.714, 0.297, -0.344, 0.256, 0.259, 0.249, -0.718, 0.312, -0.370, 0.257, 0.254, 0.266],
  "homo_lumo_gap_ev": 6.604,
  "homo_ev": -4.62,
  "largest_force_ev_per_a": 3.5,
  "spin_multiplicity": 1,
  "charge": -1,
  "lumo_ev": 2.0
}


(3)
{
  "formula": "C14H26ClF3NO25S7",
  "method": "wB97M-V/def2-TZVPD",
  "symbols": ["O", "S", "O", "Cl", "N", "S", "O", "O", "C", "C", "O", "C", "C", "F", "F", "F", "H", "H", "H", "H", "H", "H", "C", "C", "O", "S", "O", "O", "O", "H", "H", "H", "H", "C", "C", "O", "S", "O", "O", "O", "H", "H", "H", "H", "C", "C", "O", "S", "O", "O", "O", "H", "H", "H", "H", "C", "C", "O", "S", "O", "O", "O", "H", "H", "H", "H", "C", "C", "O", "S", "O", "O", "O", "H", "H", "H", "H"],
  "xyz": [[-0.379, 1.699, -0.490], [0.710, 0.774, -0.610], [1.836, 1.265, -1.343], [-0.047, -0.753, -1.758], [1.090, -0.028, 0.694], [0.882, 0.673, 2.122], [-0.453, 1.165, 2.367], [1.265, -0.330, 3.098], [2.049, 1.992, 2.383], [2.140, 3.033, 1.265], [2.360, 4.310, 1.918], [1.411, 5.264, 1.592], [1.656, 5.912, 0.218], [1.612, 7.271, 0.317], [2.861, 5.596, -0.294], [0.709, 5.569, -0.680], [1.693, 2.514, 3.261], [2.993, 1.549, 2.632], [1.228, 3.117, 0.691], [2.989, 2.829, 0.643], [1.498, 6.070, 2.312], [0.391, 4.893, 1.649], [-3.993, -2.966, -0.669], [-3.907, -3.906, 0.515], [-2.703, -4.649, 0.286], [-1.623, -3.713, -0.454], [-0.744, -3.190, 0.520], [-1.154, -4.401, -1.599], [-2.641, -2.563, -0.903], [-4.363, -3.477, -1.562], [-4.608, -2.093, -0.468], [-4.754, -4.582, 0.578], [-3.804, -3.358, 1.454], [-3.470, 3.174, -1.294], [-3.627, 1.738, -0.863], [-5.047, 1.588, -0.633], [-5.851, 2.514, -1.649], [-6.281, 1.740, -2.758], [-6.771, 3.299, -0.909], [-4.628, 3.426, -2.119], [-3.498, 3.855, -0.442], [-2.561, 3.339, -1.863], [-3.069, 1.511, 0.040], [-3.333, 1.048, -1.655], [0.872, -0.943, -7.291], [1.290, -2.325, -6.835], [0.561, -2.530, -5.623], [-0.859, -1.793, -5.708], [-1.848, -2.733, -6.093], [-1.001, -0.976, -4.567], [-0.524, -0.874, -6.982], [1.391, -0.163, -6.732], [1.022, -0.791, -8.356], [2.356, -2.400, -6.641], [0.992, -3.092, -7.554], [-1.451, -1.676, 4.171], [-0.976, -3.102, 4.288], [-1.678, -3.617, 5.440], [-3.119, -2.935, 5.531], [-4.085, -3.805, 4.959], [-3.287, -2.429, 6.845], [-2.856, -1.740, 4.518], [-0.946, -1.025, 4.883], [-1.320, -1.279, 3.169], [0.096, -3.171, 4.440], [-1.262, -3.695, 3.418], [7.313, -0.421, 1.739], [6.284, -1.522, 1.884], [5.035, -0.865, 1.669], [5.215, 0.316, 0.606], [4.844, -0.137, -0.677], [4.679, 1.499, 1.175], [6.823, 0.388, 0.666], [7.370, 0.193, 2.640], [8.302, -0.800, 1.493], [6.294, -1.982, 2.868], [6.407, -2.292, 1.119]],
  "mulliken_charge": [-0.527, 0.761, -0.574, -0.204, -0.276, 1.291, -0.650, -0.747, -0.842, -0.168, -0.454, -0.769, 1.011, -0.313, -0.270, -0.254, 0.460, 0.236, 0.330, 0.277, 0.389, 0.358, -0.284, -0.287, -0.326, 1.025, -0.385, -0.599, -0.207, 0.273, 0.323, 0.320, 0.181, -0.175, -0.020, -0.303, 1.067, -0.558, -0.553, -0.352, 0.314, 0.248, 0.127, 0.222, -0.322, -0.337, -0.288, 0.975, -0.569, -0.329, -0.327, 0.277, 0.306, 0.314, 0.273, 0.041, -0.103, -0.360, 1.069, -0.549, -0.578, -0.282, 0.262, 0.004, 0.270, 0.199, -0.376, -0.362, -0.270, 1.184, -0.590, -0.512, -0.329, 0.275, 0.308, 0.308, 0.297],
  "homo_lumo_gap_ev": 8.756,
  "homo_ev": -6.82,
  "largest_force_ev_per_a": 2.1,
  "spin_multiplicity": 1,
  "charge": -1,
  "lumo_ev": 1.9
}